# 1
The following is a DFT calculation (ωB97M-V/def2-TZVPD) of 7 unconnected molecules or ions with the total composition C32H47BrClFO27S7.

```
116
C32H47BrClFO27S7 | the OMol25 dataset | ωB97M-V/def2-TZVPD
C -1.142 -1.450 -7.343
O -1.839 -1.099 -6.156
C -1.930 0.298 -5.973
C -0.721 0.901 -5.252
C -0.644 0.410 -3.789
C 0.753 0.122 -3.267
C 1.355 1.152 -2.530
C 2.611 0.977 -1.979
C 3.294 -0.230 -2.162
C 2.739 -1.270 -2.917
C 3.484 -2.558 -3.103
C 4.466 -2.527 -4.295
C 5.790 -3.224 -4.006
F 4.709 -1.215 -4.684
C 1.451 -1.075 -3.473
S 0.752 -2.374 -4.463
C 4.615 -0.316 -1.482
O 5.583 -0.884 -1.906
C 4.693 0.399 -0.164
C 5.507 -0.286 0.884
C 4.903 -1.675 1.149
C 3.476 -1.554 1.633
Br 2.556 -3.268 1.563
C 4.026 1.541 -0.026
Cl 4.004 2.436 1.440
C 3.232 2.051 -1.173
O 3.096 3.217 -1.409
H -1.869 -1.696 -8.118
H -0.515 -2.320 -7.169
H -0.498 -0.633 -7.664
H -2.123 0.816 -6.918
H -2.786 0.464 -5.332
H -0.957 1.961 -5.202
H 0.209 0.718 -5.785
H -1.041 1.189 -3.144
H -1.278 -0.459 -3.626
H 0.843 2.085 -2.351
H 2.804 -3.387 -3.246
H 4.047 -2.774 -2.198
H 3.996 -3.040 -5.133
H 5.865 -4.169 -4.535
H 5.968 -3.348 -2.943
H 6.588 -2.584 -4.375
H 0.258 -3.198 -3.529
H 5.497 0.260 1.821
H 6.520 -0.416 0.514
H 4.963 -2.308 0.267
H 5.472 -2.185 1.925
H 2.859 -0.893 1.032
H 3.410 -1.206 2.657
C 0.945 1.412 3.265
C 0.731 1.715 4.730
O 0.185 0.495 5.270
S 0.801 -0.757 4.493
O 1.889 -1.290 5.236
O -0.263 -1.588 4.062
O 1.401 0.046 3.253
H 0.014 1.468 2.699
H 1.688 2.054 2.802
H 0.044 2.538 4.889
H 1.674 1.923 5.239
C -3.459 -2.398 -0.895
C -3.158 -2.340 0.586
O -1.725 -2.485 0.658
S -1.053 -1.812 -0.619
O -0.608 -0.505 -0.290
O -0.169 -2.754 -1.207
O -2.373 -1.682 -1.508
H -3.447 -3.424 -1.269
H -4.405 -1.929 -1.148
H -3.643 -3.133 1.142
H -3.425 -1.373 1.006
C -3.594 5.508 -6.422
C -3.675 5.792 -4.937
O -4.496 4.735 -4.422
S -4.247 3.397 -5.265
O -3.308 2.580 -4.586
O -5.500 2.891 -5.685
O -3.500 4.080 -6.505
H -4.499 5.826 -6.942
H -2.726 5.963 -6.890
H -4.127 6.754 -4.714
H -2.693 5.731 -4.462
C -1.521 5.955 5.608
C -0.378 6.390 6.501
O 0.794 5.908 5.829
S 0.569 5.960 4.245
O 1.143 7.141 3.722
O 0.889 4.683 3.715
O -1.021 6.139 4.276
H -1.758 4.897 5.746
H -2.418 6.550 5.751
H -0.436 5.964 7.498
H -0.314 7.478 6.572
C -8.008 -0.640 3.572
C -6.734 -0.304 4.320
O -5.713 -1.017 3.607
S -6.081 -1.078 2.055
O -5.394 -0.043 1.371
O -6.003 -2.429 1.630
O -7.614 -0.654 2.191
H -8.379 -1.632 3.835
H -8.792 0.095 3.725
H -6.755 -0.626 5.357
H -6.509 0.763 4.272
C 1.574 -4.850 4.587
C 2.450 -4.264 5.670
O 2.248 -5.137 6.795
S 1.998 -6.630 6.283
O 3.213 -7.360 6.346
O 0.815 -7.117 6.895
O 1.705 -6.275 4.755
H 0.525 -4.580 4.731
H 1.893 -4.556 3.588
H 2.176 -3.247 5.934
H 3.507 -4.297 5.392
```

SMILES: COCCCc1cc2c(c(C[C@H](C)F)c1S)C(=O)C(CCCBr)=C(Cl)C2=O.O=S1(=O)OCCO1.O=S1(=O)OCCO1.O=S1(=O)OCCO1.O=S1(=O)OCCO1.O=S1(=O)OCCO1.O=S1(=O)OCCO1
2S+1: 1
HOMO energy: -8.6 eV
DFT total energy: -250352.31118 eV
orbital gap: 0.29695 Ha
net charge: 0

***

# 2
The following is a DFT calculation (ωB97M-V/def2-TZVPD) of a molecular structure, C2H4NO.

```
8
C2H4NO | the OMol25 dataset | ωB97M-V/def2-TZVPD
C 0.912 0.353 -0.161
C -0.453 -0.184 -0.519
N -0.640 -0.240 0.815
O -0.909 -0.344 1.931
H 1.733 -0.318 0.015
H 1.048 1.407 0.000
H -1.149 0.487 -1.050
H -0.542 -1.161 -1.030
```

2S+1: 1
HOMO energy: -15.4 eV
DFT total energy: -5662.51017 eV
orbital gap: 0.29083 Ha
net charge: +1

***

# 3
The following is a DFT calculation (ωB97M-V/def2-TZVPD) of a molecular structure, C27H29FeN7S.

```
65
C27H29FeN7S | the OMol25 dataset | ωB97M-V/def2-TZVPD
Fe 0.347 -0.157 -0.585
C 2.065 -2.389 0.305
C 1.106 -2.921 -0.737
N 0.735 -1.840 -1.688
C 1.698 -1.636 -2.810
C 2.925 -0.816 -2.447
S 2.524 0.593 -1.359
C 3.533 0.238 0.110
C 2.687 -0.235 1.287
N 1.560 -1.097 0.851
H 3.044 -2.213 -0.130
H 2.210 -3.123 1.098
H 0.190 -3.253 -0.244
H 1.525 -3.785 -1.257
H -0.113 -2.152 -2.153
H 1.150 -1.120 -3.598
H 2.010 -2.600 -3.217
H 3.361 -0.413 -3.360
H 3.703 -1.406 -1.970
H 4.056 1.155 0.379
H 4.304 -0.475 -0.175
H 2.268 0.635 1.784
H 3.324 -0.753 2.011
H 1.004 -1.316 1.673
C -0.880 -1.127 4.446
C 0.071 -0.166 4.762
C 0.356 0.834 3.844
C -0.306 0.892 2.628
N -1.273 -0.030 2.370
C -1.541 -1.023 3.246
C -0.003 1.968 1.646
C 0.157 3.266 2.096
C 0.359 4.275 1.161
C 0.282 3.965 -0.182
C 0.071 2.644 -0.563
N 0.043 1.644 0.339
C -0.275 2.235 -1.947
C -0.540 3.136 -2.962
C -1.018 2.661 -4.176
C -1.238 1.303 -4.324
C -0.935 0.465 -3.264
N -0.447 0.907 -2.104
H -1.129 -1.931 5.124
H 0.591 -0.198 5.712
H 1.114 1.575 4.059
H -2.326 -1.708 2.956
H 0.089 3.499 3.150
H 0.513 5.296 1.483
H 0.364 4.742 -0.928
H -0.401 4.197 -2.815
H -1.232 3.347 -4.984
H -1.634 0.892 -5.242
H -1.092 -0.603 -3.354
N -4.608 -4.084 -1.266
C -4.141 -3.192 -0.705
C -3.540 -2.090 -0.058
C -4.227 -1.275 0.877
C -3.552 -0.265 1.460
C -2.128 0.028 1.119
N -1.485 -0.809 0.107
C -2.186 -1.781 -0.389
H -5.269 -1.465 1.099
H -4.034 0.403 2.164
H -2.065 1.063 0.786
H -1.722 -2.413 -1.137
```

2S+1: 2
HOMO energy (alpha / beta): -17.2 / -17.7 eV
DFT total energy: -84098.67349 eV
orbital gap (alpha / beta): 0.27557 / 0.25004 Ha
net charge: +3

***

# 4
The following is a DFT calculation (ωB97M-V/def2-TZVPD) of a molecular structure, C34H42N5O6SSe2Zr.

```
91
C34H42N5O6SSe2Zr | the OMol25 dataset | ωB97M-V/def2-TZVPD
Zr -0.969 0.661 -1.037
C 1.042 3.380 -1.657
C 2.027 2.459 -2.349
C 1.420 1.555 -3.387
C 2.190 1.194 -4.483
C 1.649 0.402 -5.477
C 0.326 0.010 -5.364
C -0.372 0.388 -4.241
N 0.151 1.136 -3.246
N 0.275 2.789 -0.525
C -0.779 3.762 -0.160
C -1.803 3.834 -1.253
C -2.538 4.981 -1.461
C -3.424 5.022 -2.523
C -3.504 3.928 -3.365
C -2.737 2.815 -3.081
N -1.917 2.746 -2.027
C 1.199 2.648 0.614
C 0.763 1.672 1.664
C 1.204 1.826 2.969
C 0.954 0.823 3.887
C 0.270 -0.306 3.462
C -0.177 -0.355 2.160
N 0.052 0.619 1.271
H 0.329 3.745 -2.390
H 1.577 4.250 -1.266
H 2.587 1.848 -1.641
H 2.758 3.091 -2.853
H 3.211 1.550 -4.551
H 2.245 0.109 -6.332
H -0.157 -0.595 -6.118
H -1.393 0.055 -4.118
H -0.331 4.748 -0.010
H -1.241 3.462 0.779
H -2.410 5.829 -0.801
H -4.025 5.905 -2.703
H -4.156 3.921 -4.227
H -2.800 1.943 -3.709
H 1.380 3.626 1.064
H 2.155 2.290 0.236
H 1.747 2.719 3.250
H 1.289 0.919 4.912
H 0.066 -1.129 4.133
H -0.741 -1.199 1.801
O -6.698 -1.229 0.590
C -5.487 -1.909 0.882
C -4.318 -1.109 0.290
C -3.075 -1.870 0.752
O -1.852 -1.535 0.077
C -4.390 0.288 0.885
Se -2.808 1.425 0.745
C -4.511 -1.100 -1.224
Se -3.127 -0.325 -2.386
H -7.438 -1.726 0.950
H -5.487 -2.916 0.450
H -5.340 -2.003 1.965
H -3.233 -2.942 0.618
H -2.914 -1.682 1.814
H -1.891 -1.909 -0.819
H -4.548 0.216 1.960
H -5.221 0.837 0.456
H -5.420 -0.556 -1.454
H -4.629 -2.118 -1.590
C 3.928 -1.477 5.871
C 3.960 -2.141 4.519
C 3.746 -3.513 4.393
C 3.755 -4.128 3.153
C 3.989 -3.356 2.022
C 4.222 -1.988 2.118
C 4.203 -1.390 3.369
S 3.948 -4.126 0.446
O 4.381 -5.487 0.539
O 4.558 -3.225 -0.492
N 2.316 -4.215 0.218
C 1.571 -2.986 -0.008
C 1.834 -2.271 -1.350
C 0.931 -1.092 -1.394
O -0.275 -1.188 -1.833
O 1.277 0.018 -0.917
H 4.058 -2.202 6.674
H 2.972 -0.973 6.031
H 4.713 -0.725 5.958
H 3.579 -4.109 5.284
H 3.596 -5.195 3.052
H 4.436 -1.416 1.222
H 4.396 -0.327 3.458
H 2.109 -4.977 -0.422
H 1.793 -2.306 0.816
H 0.512 -3.234 0.059
H 1.612 -2.942 -2.179
H 2.870 -1.942 -1.413
```

2S+1: 1
HOMO energy: -9.6 eV
DFT total energy: -198483.25377 eV
orbital gap: 0.26856 Ha
net charge: +1

***

# 5
The following is a DFT calculation (ωB97M-V/def2-TZVPD) of a molecular structure, C24H41CoF3P2.

```
71
C24H41CoF3P2 | the OMol25 dataset | ωB97M-V/def2-TZVPD
Co -0.288 0.684 -1.537
C -0.961 -1.746 2.909
C 0.310 -1.896 2.263
C 0.586 -0.543 4.108
C -0.787 -0.901 4.029
C 1.267 -1.210 3.067
C -2.267 -2.288 2.499
H -2.173 -2.976 1.661
H -2.941 -1.485 2.191
H -2.741 -2.838 3.316
C -1.858 -0.402 4.919
H -2.795 -0.299 4.347
H -1.607 0.590 5.329
H -2.062 -1.071 5.775
C 1.184 0.417 5.057
H 1.574 -0.051 5.983
H 0.438 1.169 5.359
H 2.027 0.976 4.610
C 2.715 -1.143 2.841
H 3.270 -1.557 3.693
H 3.031 -0.093 2.714
H 3.003 -1.696 1.948
C 0.565 -2.658 1.036
H 1.056 -3.604 1.272
H 1.213 -2.120 0.351
H -0.349 -2.883 0.478
C -1.357 1.773 -2.594
C -1.691 0.309 -2.651
C -1.260 -0.577 -3.805
C 0.170 -0.469 -4.305
C 1.050 -0.063 -3.156
C 1.539 1.237 -2.982
C 0.915 2.473 -3.514
C -0.607 2.493 -3.621
H -1.946 -0.369 -4.622
H 0.250 0.230 -5.158
H -1.433 -1.614 -3.536
H -0.927 2.098 -4.579
H -2.202 2.346 -2.211
H -2.797 0.227 -2.576
H -0.922 3.543 -3.613
H 1.250 3.293 -2.861
H 2.602 1.337 -2.746
H 1.350 2.723 -4.496
H 0.504 -1.441 -4.717
H 1.714 -0.863 -2.830
P -2.156 -0.552 -0.630
C -3.821 0.156 -0.399
C -2.751 -2.206 -1.137
P 2.928 0.735 0.542
C 1.349 0.684 -0.347
C 3.829 -0.325 -0.709
C 3.421 2.427 0.030
H -3.849 0.776 0.494
H -4.540 -0.655 -0.240
H -4.168 0.767 -1.244
H -2.397 -2.478 -2.138
H -3.853 -2.200 -1.182
H -2.452 -2.974 -0.410
H 3.233 2.609 -1.026
H 4.482 2.619 0.259
H 2.898 3.153 0.634
H 1.271 1.739 -0.738
H 1.441 -0.211 -1.024
H 4.799 -0.695 -0.377
H 4.016 0.275 -1.589
H 3.222 -1.201 -0.946
F -1.544 2.989 -0.216
C -1.001 1.826 0.316
F -0.019 2.264 1.183
F -1.950 1.416 1.248
```

2S+1: 5
HOMO energy (alpha / beta): -9.2 / -9.1 eV
DFT total energy: -89893.99336 eV
orbital gap (alpha / beta): 0.17973 / 0.16541 Ha
net charge: +1

***

# 6
The following is a DFT calculation (ωB97M-V/def2-TZVPD) of 2 unconnected molecules or ions with the total composition C3H5ClS.

```
10
C3H5ClS | the OMol25 dataset | ωB97M-V/def2-TZVPD
C -0.889 0.490 -1.489
C 0.523 -0.940 1.474
C 0.585 0.374 1.505
S -0.459 0.394 -3.034
Cl -0.863 1.247 1.683
H -0.595 1.461 -1.122
H 1.473 -1.564 1.583
H -0.447 -1.330 1.374
H -0.865 -0.917 -3.581
H 1.537 0.784 1.606
```

2S+1: 1
HOMO energy: -8.7 eV
DFT total energy: -26545.33637 eV
orbital gap: 0.31888 Ha
net charge: 0

***

# 7
The following is a DFT calculation (ωB97M-V/def2-TZVPD) of C19H22N2O4 in the gas phase.

```
47
C19H22N2O4 | the OMol25 dataset | ωB97M-V/def2-TZVPD
C -7.709 -1.898 -0.178
H -7.721 -1.598 -1.231
O -6.397 -2.094 0.290
C -5.541 -1.036 0.291
C -4.260 -1.289 0.789
C -3.319 -0.285 0.836
C -3.623 0.997 0.386
C -4.891 1.241 -0.112
C -5.850 0.242 -0.159
H -6.829 0.474 -0.548
H -5.147 2.230 -0.467
C -2.574 2.076 0.426
N -1.377 1.674 -0.284
C -0.180 1.528 0.328
O 0.005 1.817 1.491
C 0.910 0.953 -0.571
C 2.273 1.527 -0.188
H 2.431 1.365 0.879
C 3.389 0.855 -0.992
N 3.358 -0.575 -0.800
C 4.247 -1.342 -0.124
O 4.011 -2.514 0.140
C 5.551 -0.785 0.287
C 6.396 -1.349 1.210
C 7.550 -0.538 1.246
C 7.335 0.454 0.338
O 6.136 0.317 -0.245
H 7.937 1.285 0.025
H 8.418 -0.675 1.858
H 6.196 -2.231 1.780
C 2.095 -1.170 -1.190
C 0.943 -0.570 -0.386
H 1.087 -0.797 0.671
H 0.000 -1.017 -0.709
H 1.941 -0.988 -2.260
H 2.168 -2.244 -1.012
H 3.244 1.059 -2.061
H 4.352 1.261 -0.696
H 2.291 2.603 -0.371
H 0.691 1.188 -1.619
H -1.497 1.358 -1.233
H -2.259 2.273 1.456
H -2.965 3.003 -0.007
H -2.335 -0.488 1.232
H -4.034 -2.284 1.137
H -8.242 -1.151 0.419
H -8.206 -2.862 -0.074
```

SMILES: COc1ccc(CNC(=O)C2CCN(C(=O)c3ccco3)CC2)cc1
2S+1: 1
HOMO energy: -8.5 eV
DFT total energy: -31230.41302 eV
orbital gap: 0.33739 Ha
net charge: 0

***

# 8
The following is a DFT calculation (ωB97M-V/def2-TZVPD) of a molecular structure, C2HBrClIO.

```
7
C2HBrClIO | the OMol25 dataset | ωB97M-V/def2-TZVPD
C 0.072 -1.333 -0.144
C -0.115 0.803 -0.133
O -0.636 -1.970 -0.846
Cl -0.270 1.617 -1.622
Br -1.595 0.958 1.011
I 1.624 1.308 1.142
H 0.920 -1.383 0.593
```

2S+1: 1
HOMO energy: -9.0 eV
DFT total energy: -94800.40479 eV
orbital gap: 0.31686 Ha
net charge: 0

***

# 9
The following is a DFT calculation (ωB97M-V/def2-TZVPD) of C6H10ClNOS in the gas phase.

```
20
C6H10ClNOS | the OMol25 dataset | ωB97M-V/def2-TZVPD
C 0.009 0.388 1.560
C -0.490 0.293 0.376
C 1.564 0.460 1.579
C 1.873 0.164 0.049
C 0.563 0.232 -0.757
C 0.393 -0.956 -1.676
N -2.509 1.022 -0.965
O -2.444 -1.708 -0.206
S -2.139 0.029 0.073
Cl -3.131 0.274 1.892
H -0.535 0.565 2.538
H 1.869 1.404 1.944
H 1.963 -0.390 2.211
H 2.472 0.975 -0.218
H 2.538 -0.729 0.068
H 0.525 1.091 -1.346
H 1.002 -1.109 -2.601
H -0.614 -1.036 -1.953
H 0.463 -1.835 -1.008
H -3.369 0.867 -1.560
```

SMILES: C[C@@H]1CCC=C1[S@@](=N)(=O)Cl
2S+1: 1
HOMO energy: -9.8 eV
DFT total energy: -33274.96387 eV
orbital gap: 0.35582 Ha
net charge: 0

***

# 10
The following is a DFT calculation (ωB97M-V/def2-TZVPD) of 2 unconnected molecules or ions with the total composition C5H16N2O.

```
24
C5H16N2O | the OMol25 dataset | ωB97M-V/def2-TZVPD
C 1.188 -0.427 -1.398
N 0.698 -0.724 -0.044
C 1.721 -1.210 0.862
C 0.652 1.695 0.701
C -0.099 0.356 0.579
C -1.413 0.578 -0.163
N -2.163 1.710 0.355
H 0.448 -0.734 -2.136
H 1.342 0.645 -1.556
H 2.145 -0.913 -1.559
H 1.288 -1.888 1.600
H 2.499 -1.741 0.334
H 2.167 -0.420 1.479
H 1.715 1.551 0.882
H 0.626 2.229 -0.250
H 0.222 2.317 1.469
H -0.274 -0.003 1.587
H -2.025 -0.320 -0.138
H -1.153 0.692 -1.217
H -2.116 2.545 -0.202
H -3.114 1.479 0.590
H -2.060 -2.636 -0.126
H -0.768 -2.103 -0.725
O -1.526 -2.678 -0.924
```

SMILES: C[C@@H](CN)N(C)C.O
2S+1: 1
HOMO energy: -8.6 eV
DFT total energy: -10471.67814 eV
orbital gap: 0.34752 Ha
net charge: 0